Here is a single C6H6BrNO molecule from the OMol25 dataset. Energies are from ωB97M-V/def2-TZVPD.

Calculated values
structure (SMILES) = O[C@H]1N=CC=CC=C1Br
frontier orbital gap = 8.33 eV
LUMO energy = -0.563 eV
total charge = 0
HOMO energy = -0.327 hartree

The geometry in XYZ format:
```
15
Properties=species:S:1:pos:R:3:forces:R:3
C -1.0830 -1.0852 0.7015 0.831 -1.090 -1.528
C -1.1204 0.2875 1.1251 -1.303 3.615 0.410
C 0.8860 -1.3966 -0.9769 -0.055 -0.312 0.878
C 0.5424 1.0094 -0.7245 3.054 -0.133 2.621
C -0.2572 -1.7501 -0.1827 -2.989 -2.084 1.453
C -0.5589 1.3041 0.4001 1.218 -2.799 0.812
N 1.3817 -0.2815 -1.2289 -2.571 3.685 0.845
O 1.6560 1.8190 -0.2860 -0.920 0.962 -1.841
Br -0.6809 3.1731 0.8959 -0.264 -1.222 -0.348
H -1.9258 -1.7012 1.0087 0.245 0.163 0.393
H -1.8666 0.6721 1.9407 1.470 -1.285 -1.409
H 1.5023 -2.1491 -1.3766 0.395 -1.630 -0.362
H 0.0605 1.4090 -1.5516 0.097 0.983 -2.101
H 2.0954 1.5401 0.5113 -0.302 -0.799 0.417
H -0.6314 -2.8508 -0.2560 1.095 1.946 -0.241
```
Positions in Å, forces in eV/Å.

Here is a single C3H10N2O2 molecule from the OMol25 dataset. Energies are from ωB97M-V/def2-TZVPD.

Calculated values
structure (SMILES) = C[C@](O)(CO)NN
frontier orbital gap = 9.91 eV
LUMO energy = 0.769 eV
total charge = 0
HOMO energy = -0.336 hartree

The geometry in XYZ format:
```
17
Properties=species:S:1:pos:R:3:forces:R:3
C 0.6649 1.1608 1.3058 -1.115 -0.198 -1.119
C -1.3885 -0.2530 0.4109 5.198 2.488 3.330
C 0.0254 0.6312 0.0075 -1.581 -1.132 0.666
N 0.2338 -0.7924 -1.8920 -1.906 0.709 -0.037
N 0.9067 -0.2787 -0.7167 -4.077 -1.061 1.105
O -1.1556 -1.5688 0.4206 -1.265 -1.840 -3.564
O -0.4696 1.6830 -0.8273 0.837 0.324 -0.442
H 1.6275 1.6019 1.0899 0.226 0.423 0.187
H -0.0449 1.8280 1.8446 0.715 -0.275 -0.516
H 0.8061 0.2670 1.8701 0.387 -0.517 0.862
H -2.0239 -0.1109 -0.3321 -3.296 1.453 -2.858
H -1.6279 0.0780 1.4485 -0.566 0.333 -0.985
H -0.6124 -0.1074 -2.0937 2.260 -1.817 0.324
H -0.1977 -1.7037 -1.5991 0.560 1.335 -0.333
H 1.7434 0.1135 -0.9482 2.682 1.356 -0.977
H -0.8249 -1.8659 1.1938 1.760 -1.402 3.818
H 0.3014 2.0372 -1.3286 -0.820 -0.179 0.537
```
Positions in Å, forces in eV/Å.

Here is a molecular structure, C6H16CsO2 from the OMol25 dataset. Energies are from ωB97M-V/def2-TZVPD.

Calculated values
frontier orbital gap = 10.26 eV
LUMO energy = -2.970 eV
total charge = +1
HOMO energy = -0.486 hartree

The geometry in XYZ format:
```
25
Properties=species:S:1:pos:R:3:forces:R:3
Cs 0.0919 0.3250 0.2128 6.011 2.721 -5.050
C 2.7464 2.6140 -0.6482 0.376 0.607 -0.127
C 2.1847 1.7345 -1.7403 1.494 -0.324 0.578
C 2.5210 0.3051 -1.5040 0.637 -1.367 0.196
O 0.7972 1.8223 -1.7121 -1.072 1.586 -1.799
H 2.5481 2.2708 0.3672 0.005 -0.416 -0.016
H 2.2691 3.5929 -0.6937 0.278 0.270 -0.162
H 3.8242 2.7160 -0.7752 -0.023 0.174 0.162
H 2.6190 1.9821 -2.7089 -0.266 0.458 -0.168
H 2.1751 -0.0026 -0.5172 1.447 -0.110 -0.547
H 3.5902 0.1025 -1.5657 -0.051 0.116 -0.118
H 1.9950 -0.3394 -2.2082 0.110 -0.040 -0.225
H 0.6044 2.7488 -1.8734 -0.442 0.206 -0.244
C -1.5410 -2.5981 0.8415 0.023 0.702 -0.301
C -2.2528 -1.1815 0.9354 -0.112 -2.721 -0.226
C -3.5420 -1.3130 1.6673 -1.041 -0.492 0.347
O -1.3430 -0.2853 1.5160 -6.897 -2.284 7.329
H -1.1587 -2.9788 1.7887 -0.602 0.289 0.561
H -0.6039 -2.5738 0.2852 -0.175 0.163 -0.607
H -2.1840 -3.3707 0.4199 0.008 0.201 -0.076
H -2.4707 -0.7503 -0.0417 0.134 -0.246 -0.297
H -3.4355 -1.7070 2.6780 0.336 0.439 0.260
H -4.1265 -2.1157 1.2177 -0.104 0.160 -0.426
H -4.1524 -0.4100 1.6513 0.150 0.015 0.166
H -1.1559 -0.5878 2.4077 -0.226 -0.107 0.794
```
Positions in Å, forces in eV/Å.

Here is a molecular structure, C10H12I2MoNO8S2 from the OMol25 dataset. Energies are from ωB97M-V/def2-TZVPD.

Calculated values
frontier orbital gap (alpha / beta) = 7.83 / 7.74 eV
2S+1 = 3
LUMO energy (alpha / beta) = -4.943 / -5.218 eV
total charge = +1
HOMO energy (alpha / beta) = -0.470 / -0.476 hartree

The geometry in XYZ format:
```
36
Properties=species:S:1:pos:R:3:forces:R:3
Mo 0.3692 0.4709 0.5584 0.096 -0.235 0.726
O 0.4360 1.5445 2.3860 0.056 0.009 -0.104
S 0.7139 0.3437 3.2401 0.146 -0.163 0.127
O -0.0703 0.1835 4.4032 0.021 0.022 -0.041
O 0.5360 -0.7603 2.1942 -0.253 0.050 -0.092
C 2.4257 0.3361 3.6609 0.105 0.092 -0.085
C 2.7059 -0.1396 4.9313 -0.070 0.070 -0.061
C 4.0228 -0.2282 5.3622 0.082 -0.015 0.059
C 5.0522 0.1512 4.5247 0.051 0.014 0.022
C 4.7821 0.6174 3.2422 -0.137 0.043 -0.016
C 3.4747 0.7210 2.8004 -0.083 -0.144 0.062
S 3.2896 1.3211 1.1376 0.054 0.239 -0.245
O 4.5503 1.2584 0.4844 -0.008 -0.298 0.097
O 2.6064 2.5909 1.1362 -0.006 -0.009 0.047
O 2.3151 0.2697 0.5099 0.988 0.345 -0.312
H 1.8875 -0.4290 5.5755 0.034 0.006 0.025
H 4.2356 -0.5948 6.3569 -0.014 0.002 -0.005
H 6.0790 0.0877 4.8586 -0.010 -0.013 -0.001
H 5.5804 0.9036 2.5726 0.023 -0.015 0.015
N 0.8260 1.9805 -1.0265 -0.093 0.372 0.347
C -0.3050 2.8608 -1.4570 0.008 0.018 0.017
C -0.9895 3.4954 -0.2505 0.105 -0.185 -0.052
C -1.7825 2.4960 0.5613 0.171 0.249 -0.156
O -2.7042 2.7282 1.2654 -0.119 -0.141 0.081
O -1.3058 1.2199 0.3648 -0.914 0.117 -0.262
H 1.4931 2.5632 -0.5019 0.082 -0.036 -0.121
H 1.3382 1.6500 -1.8421 -0.041 -0.132 0.081
H -1.0127 2.2568 -2.0212 0.002 -0.029 -0.043
H 0.0818 3.6369 -2.1160 0.030 0.011 0.004
H -1.6657 4.2900 -0.5573 0.008 0.030 -0.014
H -0.2451 3.9398 0.4190 -0.021 0.054 0.007
I -2.4195 -1.8958 1.1846 -0.109 -0.255 -0.174
C -0.9538 -2.8983 0.0487 0.035 0.189 0.046
I 0.1602 -1.6089 -1.3064 -0.223 -0.217 0.058
H -1.4107 -3.6439 -0.5887 0.013 -0.011 -0.034
H -0.1962 -3.3100 0.7030 -0.011 -0.036 0.001
```
Positions in Å, forces in eV/Å.

Values for F_max, eV Å⁻¹, ordered as above
4.57, 6.66, 10.32, 1.09
Values for energy relative to the best compared isomer or geometry (same formula, charge and spin), kcal/mol, ordered as above
62.1, 81.0, 104.0, 5.5
Values for E, a.u., ordered as above
-2936.11073, -380.20755, -408.47605, -2504.71537